ORCA calculation (the ωB97M-V functional and the def2-TZVPD basis) on a structure of composition C12H12N6NaO3S.

```
! wB97M-V def2-TZVPD RIJCOSX def2/J DEFGRID3
* xyz -1 1
Na 0.184 -1.556 1.322
C -2.669 3.231 1.194
C -1.811 2.265 0.430
N -0.753 2.600 -0.200
O -0.394 3.935 -0.076
C -2.207 0.838 0.396
C -3.624 0.432 0.670
N -1.279 -0.008 0.092
O -1.579 -1.293 -0.002
H -2.253 4.232 1.163
H -2.762 2.909 2.233
H -3.677 3.247 0.774
H 0.451 3.948 -0.575
H -3.959 0.771 1.653
H -3.674 -0.654 0.631
H -4.316 0.843 -0.070
S 2.320 3.304 -1.775
C 2.151 1.664 -2.145
N 1.098 0.927 -1.694
C 0.889 -0.375 -2.002
C 1.768 -1.051 -2.793
C 2.898 -0.356 -3.264
C 3.085 0.958 -2.952
H 0.399 1.405 -1.090
H -0.008 -0.814 -1.579
H 1.593 -2.089 -3.032
H 3.627 -0.868 -3.881
H 3.941 1.511 -3.309
O 2.160 -2.325 2.053
N 2.585 -3.472 2.364
C 1.687 -4.340 2.825
C 2.115 -5.646 3.196
N 2.440 -6.707 3.505
C 0.320 -3.950 2.945
N -0.748 -3.518 2.992
*
```

Its HOMO-LUMO gap is 7.3532 eV. For the energy relative to the best compared isomer or geometry (same formula, charge and spin), the calculation gives 0.0 kcal per mole. The value obtained for the HOMO energy is -5.06 eV. The LUMO energy is 2.3 eV.